142
Properties=species:S:1:pos:R:3:forces:R:3:lowdin_charge:R:1 method="wB97M-V/def2-TZVPD" lumo_ev=-2.1304 e_tot_ha=-5578.98474 total_charge=0 homo_energy_ha=-0.3534 gap_ev=7.49
N 6.3021 -1.2502 -10.8203 1.2 1.0 0.4 -0.05
C 5.9565 -0.1392 -11.7918 -0.2 1.1 -0.5 -0.28
C 4.9550 1.0138 -11.1659 1.1 -0.5 0.5 -0.25
C 3.6460 0.3896 -10.3637 0.3 0.7 -0.7 -0.26
Si 3.6258 1.2940 -8.6243 0.4 0.1 -1.3 0.55
F 3.9149 3.0126 -8.8940 -0.3 -3.4 0.7 -0.27
O 4.8109 0.4663 -7.6361 0.1 3.4 -1.3 -0.41
Si 6.1659 1.4785 -7.1845 0.7 -1.9 0.6 0.60
C 7.8883 0.6258 -7.5926 -0.2 -0.8 -0.6 -0.29
C 8.5600 1.3614 -8.8980 1.0 -1.4 0.0 -0.15
C 9.4797 2.6759 -8.5543 0.9 -0.4 1.9 -0.17
F 9.4607 2.9208 -7.0635 0.1 -0.5 -4.3 -0.02
F 10.9391 2.4547 -8.8765 -4.6 0.7 0.7 -0.01
C 8.9750 4.0758 -9.2435 1.3 1.8 1.5 -0.11
F 10.1508 5.0215 -9.1880 -3.8 -2.7 -0.4 0.02
F 7.8830 4.6749 -8.4404 3.5 -1.9 -2.8 0.03
C 8.5196 3.9542 -10.8136 -1.6 0.2 -1.2 -0.08
F 9.2372 2.9056 -11.5873 -2.6 3.2 2.9 0.04
F 7.0242 3.7401 -10.7997 4.8 0.2 -0.2 0.01
C 8.7233 5.3787 -11.6661 -0.6 1.0 -2.2 -0.14
F 8.3235 6.5740 -10.8877 1.9 -4.3 -2.8 0.06
F 10.0991 5.4149 -12.2122 -4.8 0.4 2.2 0.05
F 7.7942 5.3337 -12.8545 3.3 0.2 4.1 0.02
H 7.3553 -1.3795 -10.7854 -1.8 0.2 -0.2 0.07
H 6.0353 -1.0112 -9.8393 0.1 -0.1 -1.1 0.04
H 6.9539 0.4243 -12.1264 -2.2 -1.2 0.4 0.11
H 5.4215 -0.6101 -12.7308 1.2 1.0 1.8 0.12
H 4.6646 1.7700 -12.0136 0.4 -1.5 1.7 0.12
H 5.6116 1.6196 -10.3749 -1.3 -1.1 -1.7 0.06
H 2.6789 0.6673 -10.9986 1.9 -0.9 1.5 0.09
H 3.7307 -0.7811 -10.1871 -0.2 2.5 -0.5 0.10
H 2.2471 1.1891 -8.0801 0.5 0.2 0.3 0.00
H 6.2223 2.7844 -7.8216 -0.3 0.2 -0.3 -0.02
H 6.1396 1.6399 -5.7203 -0.3 0.0 0.0 -0.03
H 7.6117 -0.4789 -7.9400 0.8 2.2 0.7 0.09
H 8.5847 0.5462 -6.6558 -1.2 0.3 -2.0 0.09
H 9.2940 0.5592 -9.3859 -1.4 2.0 0.9 0.14
H 7.6997 1.5442 -9.6707 1.8 0.1 1.4 0.09
O 0.6392 2.0977 -5.1136 -3.4 2.9 -1.4 -0.24
P -0.1575 2.7107 -3.9360 6.4 -4.9 5.8 0.75
O 1.1831 3.2571 -3.1318 -0.5 0.5 -0.5 -0.26
C 1.7727 4.4704 -3.5607 0.3 0.4 0.2 -0.30
C 0.9364 5.6633 -3.1404 -0.1 0.2 0.0 -0.08
O -0.2772 1.2647 -3.1129 -1.3 0.3 -0.6 -0.25
C -0.3403 0.0385 -3.8484 0.2 -0.1 -0.2 -0.31
C 1.0327 -0.6013 -3.9599 0.2 0.0 0.1 -0.07
O -1.0478 3.3958 -2.6203 -0.6 0.8 -3.6 -0.23
C -2.4632 3.3159 -2.7039 -0.9 0.0 0.5 -0.30
C -2.9889 1.9245 -2.3956 -0.1 -0.4 -0.2 -0.08
H 1.9224 4.4549 -4.6441 0.1 0.0 0.0 0.11
H 2.7581 4.5343 -3.0883 -0.1 -0.2 -0.1 0.12
H -0.0193 5.6725 -3.6738 0.1 0.1 0.0 0.07
H 1.4596 6.5982 -3.3575 0.0 -0.1 0.0 0.08
H 0.7085 5.6224 -2.0707 0.1 0.0 -0.2 0.06
H -0.7925 0.2079 -4.8338 0.3 0.0 0.2 0.10
H -1.0108 -0.6343 -3.3095 0.0 0.1 0.2 0.11
H 1.8032 0.1131 -4.2660 -0.3 0.0 -0.1 0.07
H 1.0137 -1.4228 -4.6796 0.0 0.0 0.0 0.08
H 1.3453 -0.9962 -2.9909 -0.1 0.0 0.0 0.08
H -2.7956 3.6516 -3.6904 -0.2 0.1 0.1 0.11
H -2.8617 4.0146 -1.9615 0.2 0.1 -0.1 0.11
H -2.8445 1.2614 -3.2532 0.0 0.0 0.2 0.07
H -4.0620 1.9503 -2.1841 0.1 0.1 0.0 0.08
H -2.4690 1.4808 -1.5408 -0.1 0.2 -0.1 0.09
O 0.3448 1.9615 3.7486 -3.0 -1.8 -3.2 -0.23
P -0.3769 3.0521 2.9197 5.6 6.4 5.2 0.75
O 1.0134 3.8446 2.4939 -0.5 -0.5 -0.5 -0.23
C 1.7787 3.3251 1.4225 0.3 0.2 -0.4 -0.30
C 1.1148 3.6075 0.0889 0.0 -0.1 -0.1 -0.08
O -0.7177 4.0002 4.2493 -1.3 -0.7 -0.4 -0.25
C -0.9429 3.3788 5.5188 0.2 -0.2 0.2 -0.30
C 0.3259 3.3698 6.3537 0.2 0.1 0.0 -0.07
O -1.1834 4.2706 1.9936 -0.5 -3.6 -0.5 -0.22
C -2.5938 4.1501 1.8804 -0.9 0.5 -0.1 -0.31
C -3.3193 4.5680 3.1479 -0.2 -0.2 0.4 -0.08
H 1.9443 2.2529 1.5622 0.1 0.0 0.0 0.11
H 2.7543 3.8205 1.4536 -0.1 0.0 0.2 0.12
H 0.1801 3.0456 -0.0043 0.1 0.0 -0.2 0.07
H 1.7706 3.3222 -0.7378 -0.2 0.0 0.1 0.07
H 0.8639 4.6688 -0.0050 0.1 -0.1 0.1 0.08
H -1.3481 2.3681 5.3819 0.2 0.2 0.1 0.10
H -1.7126 3.9557 6.0357 0.0 0.1 -0.1 0.11
H 1.1964 3.0239 5.7877 -0.3 -0.1 0.0 0.08
H 0.2024 2.7283 7.2291 0.0 0.1 0.0 0.07
H 0.5610 4.3804 6.6945 -0.1 0.0 0.0 0.08
H -2.8567 3.1269 1.5968 -0.2 0.1 -0.1 0.11
H -2.9015 4.8122 1.0650 0.2 -0.1 0.0 0.11
H -3.2561 3.7798 3.9035 0.0 0.2 0.0 0.07
H -4.3813 4.7422 2.9509 0.1 0.0 -0.1 0.08
H -2.8841 5.4759 3.5771 0.0 -0.2 -0.2 0.09
O -1.3454 -0.7389 10.1955 -0.3 -4.7 -0.5 -0.23
P -2.3502 -1.1697 9.0992 -1.3 9.7 -1.5 0.75
O -1.7181 -0.1764 7.9345 0.1 -0.8 0.0 -0.24
C -0.5563 -0.6043 7.2484 0.3 0.1 -0.5 -0.30
C -0.8821 -1.6987 6.2510 0.0 -0.2 -0.1 -0.09
O -3.5352 -0.1109 9.6067 -0.4 -1.3 0.5 -0.25
C -3.6334 0.2239 10.9948 0.3 0.1 0.1 -0.31
C -2.9079 1.5243 11.2943 0.1 0.2 -0.1 -0.08
O -3.4729 -1.6510 7.8741 2.2 -2.3 2.0 -0.21
C -4.4050 -2.6613 8.2311 -1.0 -0.5 -0.1 -0.30
C -5.5236 -2.1378 9.1154 -0.1 0.0 0.4 -0.08
H 0.2037 -0.9341 7.9627 0.1 0.0 0.0 0.11
H -0.1585 0.2651 6.7153 -0.1 0.0 0.1 0.11
H -1.1922 -2.6126 6.7674 0.1 0.0 -0.1 0.06
H -0.0103 -1.9321 5.6342 0.0 0.0 0.1 0.08
H -1.7095 -1.3995 5.6000 0.2 0.0 0.1 0.08
H -3.2611 -0.6025 11.6135 0.1 0.3 -0.1 0.10
H -4.6933 0.3375 11.2317 -0.1 0.0 -0.2 0.11
H -1.9066 1.5554 10.8536 -0.1 -0.2 0.1 0.07
H -2.8184 1.6719 12.3729 0.0 0.0 0.0 0.08
H -3.4571 2.3689 10.8729 0.0 0.0 0.1 0.07
H -3.8829 -3.4945 8.7102 -0.2 -0.1 -0.1 0.11
H -4.8395 -3.0321 7.2974 0.2 0.0 0.0 0.11
H -5.1742 -2.0176 10.1448 -0.1 0.1 -0.1 0.06
H -6.3634 -2.8387 9.1391 0.1 0.0 -0.1 0.08
H -5.8836 -1.1636 8.7705 0.1 -0.2 0.0 0.09
O -5.5298 -6.8383 7.0119 -0.1 -4.2 2.2 -0.24
P -5.9556 -7.9992 6.0802 -0.2 6.9 -7.2 0.75
O -4.8401 -7.6508 4.9068 0.1 -0.7 0.6 -0.24
C -3.5088 -8.0925 5.0966 0.4 -0.1 -0.3 -0.31
C -3.3920 -9.5880 4.8755 0.1 -0.2 0.0 -0.09
O -7.2081 -7.1399 5.3905 -0.6 -0.9 1.0 -0.25
C -7.9024 -6.1596 6.1688 0.2 0.2 0.2 -0.30
C -7.3445 -4.7695 5.9176 0.1 0.1 -0.1 -0.07
O -6.4313 -9.2965 5.0391 1.0 -0.4 3.6 -0.22
C -7.4567 -10.1523 5.5218 -0.8 -0.7 -0.2 -0.30
C -8.8344 -9.5181 5.4376 -0.3 0.2 0.3 -0.08
H -3.1566 -7.8118 6.0934 0.1 0.0 0.0 0.11
H -2.8878 -7.5683 4.3632 -0.2 0.1 0.1 0.12
H -3.9284 -10.1372 5.6557 0.1 0.0 0.0 0.06
H -2.3448 -9.9011 4.8937 -0.1 0.0 0.0 0.08
H -3.8336 -9.8762 3.9164 0.1 0.1 0.1 0.08
H -7.8708 -6.4256 7.2330 0.1 0.2 -0.2 0.10
H -8.9529 -6.1875 5.8718 0.0 -0.1 -0.1 0.11
H -6.2512 -4.7435 5.9614 -0.2 -0.2 0.2 0.06
H -7.7393 -4.0616 6.6499 0.0 0.0 0.0 0.08
H -7.6217 -4.4260 4.9187 -0.1 0.0 0.1 0.08
H -7.2291 -10.4623 6.5458 -0.1 -0.2 -0.1 0.11
H -7.4424 -11.0467 4.8911 0.2 0.1 0.1 0.12
H -8.9755 -8.7984 6.2489 -0.1 0.0 -0.2 0.06
H -9.6192 -10.2741 5.5363 0.2 0.0 0.0 0.08
H -8.9722 -8.9846 4.4919 0.1 -0.2 0.1 0.09